No. 1
Below is 12 unconnected molecules or ions with the total composition C29H80F3N4O11S12, with properties calculated with ωB97M-V/def2-TZVPD.

Its LUMO energy is -2.95 eV.

```
! RIJCOSX wB97M-V def2-TZVPD def2/J DEFGRID3
* xyz 1 1
N 4.321 2.020 3.008
C 4.013 1.031 1.908
C 2.965 1.730 0.939
N 3.476 2.758 -0.059
C 2.234 3.043 -0.778
N 1.541 4.168 -0.871
S 2.114 5.595 -0.016
N 1.943 1.721 -1.350
C 2.176 0.832 -0.138
C 0.807 0.151 0.367
C -0.118 1.174 1.205
C -1.657 0.900 0.994
F -1.992 -0.316 1.598
F -2.482 1.921 1.507
F -2.018 0.773 -0.371
H 3.703 1.847 3.815
H 4.176 2.982 2.676
H 4.946 0.652 1.393
H 3.504 0.159 2.445
H 2.286 2.379 1.585
H 3.972 3.555 0.352
H 0.667 4.158 -1.418
H 2.318 5.081 1.274
H 0.998 1.679 -1.754
H 2.764 -0.032 -0.578
H 1.071 -0.765 0.992
H 0.260 -0.174 -0.572
H 0.140 2.237 0.883
H 0.138 0.997 2.306
C 0.478 7.666 -4.305
S 0.271 6.670 -2.817
O 0.535 5.239 -3.189
C -1.518 6.872 -2.696
H 1.529 7.648 -4.589
H -0.122 7.254 -5.116
H 0.179 8.694 -4.099
H -1.996 6.508 -3.607
H -1.754 7.926 -2.543
H -1.875 6.294 -1.843
C -2.496 0.283 6.764
S -1.976 -0.883 5.490
O -0.730 -0.336 4.861
C -3.340 -0.549 4.360
H -1.757 0.270 7.566
H -2.560 1.289 6.346
H -3.466 -0.022 7.162
H -3.350 0.509 4.093
H -4.284 -0.824 4.834
H -3.198 -1.150 3.463
C -0.719 10.090 -7.480
S 0.717 9.031 -7.751
O 1.458 8.942 -6.454
C 1.612 10.189 -8.805
H -1.405 9.575 -6.807
H -0.407 11.033 -7.028
H -1.219 10.276 -8.432
H 1.779 11.126 -8.271
H 1.037 10.372 -9.714
H 2.572 9.745 -9.068
C 2.359 -0.598 -3.648
S 2.890 -2.304 -3.896
O 3.823 -2.647 -2.776
C 3.896 -1.978 -5.357
H 1.740 -0.560 -2.750
H 3.230 0.048 -3.517
H 1.773 -0.269 -4.504
H 4.667 -1.245 -5.123
H 3.258 -1.607 -6.161
H 4.365 -2.911 -5.668
C 3.452 -5.897 -1.645
S 3.233 -6.905 -0.164
O 3.489 -8.326 -0.547
C 1.446 -6.691 -0.050
H 4.505 -5.920 -1.926
H 2.851 -6.300 -2.463
H 3.157 -4.868 -1.434
H 0.969 -7.045 -0.965
H 1.214 -5.636 0.110
H 1.080 -7.272 0.796
C -7.588 3.475 3.639
S -6.145 2.435 3.332
O -5.384 2.336 4.614
C -5.283 3.621 2.280
H -8.257 2.943 4.316
H -7.279 4.415 4.100
H -8.105 3.668 2.698
H -5.120 4.552 2.825
H -5.876 3.809 1.383
H -4.324 3.194 1.995
C -3.373 -9.575 0.389
S -1.575 -9.434 0.336
O -1.218 -8.074 0.841
C -1.440 -9.395 -1.463
H -3.687 -9.577 1.433
H -3.829 -8.726 -0.124
H -3.680 -10.509 -0.083
H -2.016 -8.558 -1.862
H -1.808 -10.335 -1.876
H -0.389 -9.271 -1.727
C 0.650 -3.085 8.370
S -0.881 -3.859 7.810
O -1.869 -3.756 8.926
C -0.247 -5.548 7.803
H 0.473 -2.015 8.484
H 0.952 -3.506 9.331
H 1.432 -3.245 7.627
H 0.111 -5.816 8.798
H 0.565 -5.628 7.078
H -1.056 -6.219 7.515
C -6.179 -1.012 9.688
S -5.244 -2.344 8.905
O -6.222 -3.394 8.492
C -4.437 -2.919 10.413
H -6.795 -0.531 8.927
H -6.822 -1.417 10.471
H -5.488 -0.280 10.109
H -5.188 -3.204 11.152
H -3.802 -2.125 10.811
H -3.822 -3.783 10.169
C -1.733 -0.741 -3.334
S -1.204 -1.920 -4.595
O 0.055 -1.392 -5.202
C -2.547 -1.576 -5.750
H -1.007 -0.759 -2.521
H -1.777 0.264 -3.758
H -2.712 -1.031 -2.950
H -2.541 -0.519 -6.024
H -3.500 -1.839 -5.289
H -2.397 -2.183 -6.643
C 8.643 0.310 -6.985
S 7.112 -0.449 -7.564
O 6.109 -0.330 -6.462
C 7.725 -2.146 -7.553
H 8.477 1.382 -6.880
H 8.925 -0.110 -6.018
H 9.435 0.137 -7.715
H 8.064 -2.414 -6.551
H 8.546 -2.241 -8.265
H 6.912 -2.809 -7.849
*
```


No. 2
Below is 2 unconnected molecules or ions with the total composition C7H14N2, with properties calculated with ωB97M-V/def2-TZVPD.

Its energy above the lowest of the compared OMol25 structures with the same formula, charge and spin is 35.87 kcal/mol. Its LUMO energy (spin up / spin down) is 3.60 / 3.54 eV.

```
! RIJCOSX wB97M-V def2-TZVPD def2/J DEFGRID3
* xyz -1 2
C 1.307 -0.743 -3.490
C -0.172 1.254 -0.802
C 0.891 0.303 -2.555
C 1.561 1.458 -2.157
N -0.182 0.220 -1.657
N 0.940 2.008 -1.125
H -0.841 1.363 0.033
H 1.282 2.741 -0.524
H 2.307 1.879 -2.829
H 1.964 -1.544 -3.097
H 2.028 -0.372 -4.255
H 0.475 -1.308 -3.886
C -1.022 -0.952 1.774
C 0.123 -0.118 2.471
C -2.266 -0.769 2.682
H -1.039 -0.770 0.699
H -0.863 -2.070 1.888
H 0.674 -0.689 3.284
H -0.269 0.731 2.862
H -3.217 -1.059 2.182
H -2.296 -1.530 3.512
H 0.878 -0.146 1.691
H -2.264 0.109 3.301
*
```


No. 3
Below is a molecular structure, C40H49F6NO4PS2Ta, with properties calculated with ωB97M-V/def2-TZVPD.

Its energy above the lowest of the compared OMol25 structures with the same formula, charge and spin is 42.97 kcal/mol. Its LUMO energy is -7.28 eV.

```
! RIJCOSX wB97M-V def2-TZVPD def2/J DEFGRID3
* xyz 2 1
Ta -0.049 -0.250 -0.088
C 1.104 -1.679 -1.424
C -0.283 -2.164 -1.292
C -0.973 -1.560 -2.474
C -0.028 -0.865 -3.227
C 1.257 -0.997 -2.661
C 2.570 -0.615 -3.300
C 2.958 0.842 -2.983
C 3.684 -1.535 -2.787
C 2.430 -0.770 -4.823
C -2.430 -1.563 -2.933
C -2.921 -0.119 -3.147
C -3.411 -2.238 -1.978
C -2.475 -2.266 -4.307
C -0.420 -3.666 -0.840
C -0.576 -4.519 -2.108
C 0.885 -4.134 -0.171
C -1.593 -3.964 0.104
H 1.929 -2.217 -0.998
H -0.242 -0.357 -4.158
H 3.121 0.997 -1.915
H 2.207 1.551 -3.334
H 3.894 1.059 -3.501
H 3.859 -1.405 -1.716
H 4.614 -1.289 -3.301
H 3.468 -2.589 -2.982
H 1.719 -0.054 -5.244
H 2.114 -1.779 -5.104
H 3.398 -0.581 -5.288
H -3.010 0.419 -2.206
H -3.914 -0.155 -3.601
H -2.272 0.445 -3.820
H -3.240 -1.947 -0.936
H -3.369 -3.324 -2.044
H -4.427 -1.941 -2.244
H -1.937 -1.698 -5.069
H -3.518 -2.340 -4.620
H -2.058 -3.273 -4.275
H 0.238 -4.338 -2.819
H -1.526 -4.329 -2.610
H -0.555 -5.580 -1.844
H 1.687 -4.263 -0.903
H 0.716 -5.110 0.288
H 1.251 -3.465 0.609
H -2.544 -4.025 -0.415
H -1.692 -3.219 0.889
H -1.439 -4.933 0.584
C -0.105 -3.731 3.099
C -1.531 -3.388 3.434
C -2.274 -4.343 4.117
C -3.575 -4.103 4.527
C -4.166 -2.878 4.264
C -3.454 -1.911 3.573
C -2.141 -2.152 3.141
P -1.203 -0.816 2.329
C -2.367 0.601 2.276
C -3.310 0.425 1.346
C -4.421 1.324 0.992
C -4.395 2.645 1.018
C -3.194 3.528 1.209
C -2.317 1.883 3.123
C -1.426 1.878 4.345
C 0.272 -0.650 3.340
C 0.192 -0.817 4.724
C 1.330 -0.732 5.500
C 2.558 -0.498 4.884
C 2.641 -0.387 3.504
C 1.502 -0.478 2.707
C 1.696 -0.488 1.192
H -0.017 -4.785 2.834
H 0.552 -3.546 3.954
H 0.280 -3.147 2.273
H -1.810 -5.299 4.337
H -4.122 -4.869 5.063
H -5.175 -2.668 4.596
H -3.931 -0.961 3.398
H -3.318 -0.526 0.809
H -5.345 0.836 0.698
H -5.298 3.191 0.774
H -3.501 4.500 1.575
H -1.612 2.789 4.903
H -0.363 1.815 4.122
H -1.710 1.033 4.966
H -0.763 -1.026 5.194
H 1.265 -0.853 6.575
H 3.460 -0.422 5.481
H 3.608 -0.245 3.031
H 2.303 -1.346 0.913
H 2.265 0.409 0.888
F -3.595 2.123 3.627
C -2.048 3.134 2.216
F -2.684 3.758 -0.077
F -1.900 4.209 3.029
S -0.301 2.941 1.483
O -0.090 1.452 1.425
O 0.587 3.666 2.310
N -0.237 3.449 -0.050
S -0.500 2.315 -1.031
O -1.588 1.335 -0.713
O 0.689 1.383 -1.250
C -0.895 3.194 -2.662
F -0.082 2.708 -3.572
F -2.142 2.901 -2.922
F -0.717 4.467 -2.481
*
```


No. 4
Below is a molecular structure, C43H59NOP2TeV, with properties calculated with ωB97M-V/def2-TZVPD.

Its LUMO energy (spin up / spin down) is -3.34 / -3.41 eV.

```
! RIJCOSX wB97M-V def2-TZVPD def2/J DEFGRID3
* xyz 1 3
V -0.379 0.749 0.553
C -0.550 -3.187 2.256
C -1.274 -3.028 0.912
C -2.240 -4.193 0.699
P -1.955 -1.304 0.818
C -3.341 -1.228 -0.407
C -2.812 -1.609 -1.793
C -4.650 -1.934 -0.062
C -2.616 -0.896 2.440
C -3.549 -1.682 3.114
C -4.064 -1.292 4.336
C -3.649 -0.080 4.872
C -2.714 0.708 4.227
C -2.145 0.306 3.011
N -1.191 1.066 2.319
C -0.854 2.352 2.826
C -0.288 2.555 4.081
C 0.088 3.828 4.473
C -0.071 4.912 3.617
C -0.597 4.714 2.352
C -1.000 3.441 1.955
P -1.490 2.955 0.280
C -0.804 4.200 -0.895
C -1.619 5.487 -1.019
C -0.563 3.558 -2.264
C -3.326 3.100 0.162
C -4.038 2.357 1.287
C -3.816 2.648 -1.214
H 0.150 -4.022 2.203
H -1.271 -3.396 3.047
H 0.004 -2.296 2.557
H -0.537 -3.063 0.102
H -3.027 -4.211 1.452
H -1.685 -5.129 0.790
H -2.703 -4.182 -0.285
H -3.555 -0.155 -0.426
H -2.495 -2.652 -1.838
H -1.963 -0.985 -2.081
H -3.596 -1.472 -2.538
H -4.542 -3.015 -0.012
H -5.388 -1.714 -0.836
H -5.055 -1.582 0.886
H -3.887 -2.608 2.670
H -4.787 -1.908 4.851
H -4.062 0.262 5.812
H -2.433 1.650 4.675
H -0.119 1.708 4.734
H 0.533 3.975 5.448
H 0.239 5.900 3.927
H -0.675 5.551 1.671
H 0.174 4.427 -0.460
H -2.557 5.319 -1.550
H -1.050 6.221 -1.592
H -1.859 5.935 -0.054
H -1.499 3.327 -2.773
H 0.017 2.640 -2.166
H -0.003 4.247 -2.900
H -3.539 4.168 0.275
H -3.886 1.278 1.224
H -5.111 2.546 1.223
H -3.696 2.682 2.270
H -3.442 1.652 -1.466
H -3.505 3.326 -2.006
H -4.906 2.605 -1.224
C 3.367 -5.750 -2.583
C 2.715 -4.408 -2.445
C 2.250 -3.718 -3.558
C 1.662 -2.470 -3.449
C 1.193 -1.787 -4.710
C 1.515 -1.900 -2.159
C 0.823 -0.645 -2.085
O 0.398 -0.065 -1.079
C 2.005 -2.580 -1.017
C 1.976 -1.965 0.346
C 2.588 -3.819 -1.187
H 3.356 -6.098 -3.614
H 2.860 -6.490 -1.962
H 4.404 -5.704 -2.247
H 2.357 -4.166 -4.538
H 1.421 -2.410 -5.571
H 1.689 -0.827 -4.859
H 0.116 -1.612 -4.709
H 0.619 -0.154 -3.039
H 2.441 -0.982 0.322
H 2.516 -2.586 1.059
H 0.958 -1.837 0.709
H 2.978 -4.337 -0.318
C 6.700 -0.984 -2.010
C 5.570 -0.226 -1.371
C 4.660 0.489 -2.128
C 3.621 1.220 -1.548
C 2.735 1.996 -2.487
C 3.467 1.210 -0.158
Te 1.904 2.272 0.836
C 4.395 0.498 0.631
C 4.297 0.432 2.132
C 5.423 -0.199 0.012
H 6.563 -1.066 -3.088
H 6.784 -1.990 -1.598
H 7.652 -0.481 -1.832
H 4.762 0.498 -3.209
H 3.321 2.732 -3.041
H 1.948 2.525 -1.958
H 2.283 1.333 -3.231
H 3.299 0.127 2.454
H 4.479 1.409 2.584
H 5.026 -0.271 2.531
H 6.127 -0.747 0.629
*
```